# 1
A structure of composition C23H20Cl3F6IrO5S2Sb, computed with ωB97M-V with the def2-TZVPD basis set.

The geometry in ORCA input format:
```
! wB97M-V def2-TZVPD RIJCOSX def2/J DEFGRID3
* xyz 1 1
Ir 0.677 -0.317 0.891
O -2.376 1.902 2.497
C -1.852 1.106 1.760
O -0.578 0.803 1.920
C -2.672 0.519 0.623
C -3.889 1.139 0.386
C -4.726 0.722 -0.643
C -4.365 -0.332 -1.466
C -3.161 -0.981 -1.243
C -2.330 -0.557 -0.208
S -0.868 -1.496 -0.075
H -4.168 1.960 1.032
H -5.667 1.231 -0.801
H -5.013 -0.655 -2.268
H -2.859 -1.813 -1.866
Cl 2.581 0.467 2.242
C 4.049 0.690 1.221
Cl 4.171 2.303 0.550
H 4.005 -0.049 0.430
H 4.882 0.529 1.894
C 1.340 4.832 -5.908
C 1.023 4.215 -4.577
C 2.042 3.787 -3.725
C 1.759 3.211 -2.500
C 0.430 3.058 -2.130
C -0.608 3.457 -2.963
C -0.302 4.043 -4.179
S -0.009 2.336 -0.590
C 0.589 3.542 0.579
O 1.001 1.151 -0.472
H 2.407 5.008 -6.022
H 0.818 5.781 -6.029
H 1.016 4.176 -6.718
H 3.074 3.906 -4.031
H 2.553 2.862 -1.854
H -1.639 3.313 -2.665
H -1.103 4.363 -4.833
H 1.659 3.673 0.434
H 0.361 3.165 1.576
H 0.051 4.471 0.391
F 2.209 -1.325 -0.082
Sb 2.590 -3.240 -0.672
F 1.397 -2.831 -2.058
F 1.063 -3.663 0.386
F 2.896 -4.994 -1.190
F 3.609 -3.302 0.897
F 4.014 -2.463 -1.596
Cl -1.151 -6.852 6.244
C -0.944 -5.602 5.082
C 0.095 -4.691 5.242
C 0.261 -3.690 4.310
C -0.613 -3.602 3.223
C -1.650 -4.525 3.070
C -1.817 -5.527 4.002
C -0.406 -2.547 2.252
O -1.295 -2.467 1.269
O 0.536 -1.734 2.335
H 0.761 -4.779 6.089
H 1.066 -2.976 4.412
H -2.316 -4.461 2.222
H -2.611 -6.253 3.902
*
```

Results
LUMO ... -4.07 eV
Molar mass ... 974.9 Da

These are the natural (NBO) partial charges, in e, on atoms 1 to 4: 1.1163 -0.5630 0.7570 -0.7086


# 2
The molecule C2H4N2OS at a distorted geometry, computed with ωB97M-V with the def2-TZVPD basis set.

The geometry in ORCA input format:
```
! wB97M-V def2-TZVPD RIJCOSX def2/J DEFGRID3
* xyz 0 1
C -0.669 0.682 0.355
C 1.251 -0.530 -0.628
H -2.158 -0.567 0.757
H -0.768 -1.279 0.076
H 1.029 1.524 -0.349
H 2.422 -0.404 -0.658
N -1.183 -0.503 0.473
N 0.619 0.623 -0.145
O 0.769 -1.695 -0.681
S -1.311 2.149 0.801
*
```

Results
LUMO ... 0.13 eV
Molar mass ... 104.1 Da
SMILES ... NC(=S)NC=O

These are the natural (NBO) partial charges, in e, on atoms 1 to 4: 0.2751 0.5238 0.4104 0.4255


# 3
A structure of composition C6H9F3N2 at a distorted geometry, computed with ωB97M-V with the def2-TZVPD basis set.

The geometry in ORCA input format:
```
! wB97M-V def2-TZVPD RIJCOSX def2/J DEFGRID3
* xyz 0 1
C 1.042 0.716 0.872
C 1.565 -0.425 1.352
C -0.161 -0.735 -0.428
C 0.616 -1.062 -1.639
C -1.260 0.912 0.819
C 0.327 -2.561 1.474
N -0.113 0.525 0.117
N 0.965 -1.596 0.785
F -0.586 -2.059 2.407
F -0.297 -3.371 0.643
F 1.182 -3.348 2.198
H 1.492 1.801 0.971
H 2.442 -0.520 2.044
H -1.218 -1.167 -0.346
H 1.635 -0.618 -1.612
H 0.054 -1.082 -2.566
H 0.876 -2.099 -1.618
H -1.526 0.062 1.550
H -1.023 1.949 1.219
H -2.094 0.947 0.190
*
```

Results
LUMO ... 0.91 eV
Molar mass ... 166.1 Da

These are the natural (NBO) partial charges, in e, on atoms 1 to 4: -0.0930 -0.0568 0.2278 -0.6739


# 4
A structure of composition C38H32F5N5O3S6TeW at a distorted geometry, computed with ωB97M-V with the def2-TZVPD basis set.

The geometry in ORCA input format:
```
! wB97M-V def2-TZVPD RIJCOSX def2/J DEFGRID3
* xyz 2 1
W 0.129 -0.278 0.593
C 0.498 0.253 4.306
C 0.893 -0.852 3.410
N 0.008 -1.403 2.605
N 0.295 -2.743 2.324
C -0.290 -3.221 1.292
S -1.173 -2.262 0.119
S -0.308 -4.925 0.947
C -0.209 -5.568 2.657
C -1.399 -5.134 3.471
C -1.229 -4.297 4.568
C -2.323 -3.882 5.316
C -3.599 -4.301 4.971
C -3.776 -5.144 3.880
C -2.683 -5.558 3.135
C 2.281 -1.276 3.286
C 3.197 -1.527 4.294
C 4.519 -1.806 3.970
C 4.931 -1.788 2.646
C 4.037 -1.486 1.623
C 2.725 -1.238 1.953
O 1.852 -0.872 0.946
H -0.539 0.539 4.161
H 1.173 1.107 4.244
H 0.589 -0.143 5.325
H 0.729 -5.252 3.104
H -0.178 -6.649 2.515
H -0.230 -3.978 4.841
H -2.177 -3.246 6.180
H -4.451 -3.993 5.563
H -4.767 -5.498 3.623
H -2.826 -6.222 2.290
H 2.870 -1.542 5.326
H 5.228 -2.030 4.754
H 5.964 -1.994 2.402
H 4.348 -1.435 0.588
C -4.418 -1.769 2.090
N -4.381 -0.983 0.853
C -5.275 -1.091 -0.184
C -4.873 -0.239 -1.151
N -3.735 0.392 -0.690
C -3.441 -0.079 0.542
S -2.143 0.312 1.598
C -3.037 1.425 -1.397
C -3.754 2.274 -2.217
C -3.042 3.244 -2.910
C -1.673 3.320 -2.737
C -1.064 2.427 -1.871
N -1.731 1.482 -1.207
H -5.364 -2.302 2.117
H -4.346 -1.108 2.948
H -3.591 -2.478 2.102
H -6.111 -1.766 -0.150
H -5.283 -0.040 -2.124
H -4.829 2.207 -2.295
H -3.559 3.933 -3.562
H -1.078 4.060 -3.253
H 0.005 2.467 -1.704
O 0.504 -0.186 -1.136
C 1.430 -0.356 -2.383
C 1.961 1.018 -2.613
C 2.638 1.798 -1.713
C 2.942 3.079 -2.233
C 2.497 3.230 -3.515
S 1.712 1.835 -4.097
C 2.488 -1.348 -2.021
C 3.839 -1.198 -2.171
C 4.557 -2.390 -1.886
C 3.735 -3.411 -1.517
S 2.090 -2.960 -1.551
C 0.547 -0.878 -3.477
C 0.979 -1.648 -4.517
C -0.043 -1.919 -5.465
C -1.230 -1.358 -5.116
S -1.121 -0.480 -3.654
H 2.900 1.469 -0.716
H 3.472 3.847 -1.690
H 2.619 4.088 -4.158
H 4.300 -0.280 -2.503
H 5.630 -2.482 -1.961
H 4.009 -4.416 -1.238
H 1.995 -2.005 -4.605
H 0.102 -2.512 -6.355
H -2.171 -1.420 -5.638
F 0.308 3.828 0.399
Te -0.539 3.120 1.877
F -1.379 2.511 3.391
F -2.131 3.269 0.978
F -0.806 4.839 2.447
F 1.025 3.184 2.860
O 0.272 1.484 1.243
*
```

Results
LUMO ... -7.27 eV
Molar mass ... 1205.5 Da

These are the Löwdin partial charges, in e, on atoms 1 to 4: 1.5850 0.0148 -0.2509 -0.1211


| no. | electronic energy (hartree) |
| --- | --- |
| 1 | -4385.312578 |
| 2 | -661.558806 |
| 3 | -643.059967 |
| 4 | -5189.847548 |